No. 1
The following is a DFT calculation (ωB97M-V/def2-TZVPD) of a cluster of 3 separate species, C5H18NO2 in total at a distorted geometry.

Its gap between HOMO and LUMO is 11.976 eV. The total charge is +1. The value obtained for the HOMO energy is -14.839 eV.

Atoms and positions in Å:
C: 1.26 -1.24 -1.66
C: 0.92 -0.50 -0.33
C: -0.50 -0.94 0.02
C: -0.90 -0.38 1.41
C: -0.29 -1.23 2.52
N: 0.88 0.96 -0.72
H: 2.23 -0.90 -2.02
H: 1.33 -2.30 -1.51
H: 0.49 -0.92 -2.36
H: 1.65 -0.74 0.42
H: -0.56 -2.02 0.08
H: -1.20 -0.65 -0.76
H: -1.98 -0.29 1.54
H: -0.58 0.66 1.47
H: -0.01 -0.58 3.36
H: 0.71 -1.56 2.22
H: -0.91 -2.07 2.82
H: 1.57 1.17 -1.45
H: 0.07 1.16 -1.29
H: 0.91 1.64 0.09
H: 1.14 3.09 1.77
H: -0.43 3.11 1.39
O: 0.46 2.86 1.13
H: -2.51 0.46 -2.07
H: -1.97 0.37 -3.46
O: -1.81 0.83 -2.62

These are the Mulliken partial charges, in e, on atoms 1 to 2: -1.478, 0.155

No. 2
The following is a DFT calculation (ωB97M-V/def2-TZVPD) of the ion C4H8N with charge +1 at a distorted geometry.

Its gap between HOMO and LUMO is 11.996 eV. The total charge is +1. The value obtained for the HOMO energy is -16.392 eV. As for the structure (SMILES): C[N@+]12C[C@H]1C2.

Atoms and positions in Å:
C: 0.43 -1.41 0.60
N: 0.06 -0.34 -0.27
C: -1.28 0.31 -0.56
C: -0.23 0.96 0.21
C: 0.95 1.17 -0.62
H: 0.40 -2.42 0.16
H: 1.49 -1.16 1.00
H: -0.34 -1.37 1.31
H: -2.09 0.01 0.08
H: -1.62 0.65 -1.50
H: -0.38 1.06 1.32
H: 0.69 1.37 -1.65
H: 1.92 1.16 -0.08

These are the Mulliken partial charges, in e, on atoms 1 to 2: -0.667, 0.074

No. 3
The following is a DFT calculation (ωB97M-V/def2-TZVPD) of a cluster of 2 separate species, C2H2NO3S in total at a distorted geometry.

Its expectation value of S² is 2.01. Its gap between HOMO and LUMO (alpha / beta) is 5.340 / 7.749 eV. The total charge is -1. The value obtained for the HOMO energy (alpha / beta) is -1.629 / -4.858 eV. As for the spin multiplicity: 3.

Atoms and positions in Å:
C: 0.91 1.64 0.85
C: 0.06 0.57 0.39
N: 0.46 -1.75 -1.16
O: 0.26 1.99 -0.26
O: 1.82 1.89 1.62
O: -1.94 -1.90 -0.46
S: -0.81 -2.51 -1.26
H: 0.26 -0.33 -0.37
H: -1.02 0.41 0.65

These are the Mulliken partial charges, in e, on atoms 1 to 2: 0.752, -0.149

No. 4
The following is a DFT calculation (ωB97M-V/def2-TZVPD) of the ion C24H19F6N2 with charge +1 at a distorted geometry.

Its gap between HOMO and LUMO is 9.244 eV. The total charge is +1. The value obtained for the HOMO energy is -12.667 eV. As for the structure (SMILES): FC(F)(F)c1ccc(C(c2ccc(C(F)(F)F)cc2)N2CC[NH+]=C2c2ccccc2)cc1.

Atoms and positions in Å:
F: 2.08 0.10 -6.63
C: 0.77 0.40 -6.35
F: 0.52 1.63 -6.88
F: -0.03 -0.52 -7.00
C: 0.45 0.30 -4.89
C: -0.25 1.32 -4.26
C: -0.53 1.20 -2.90
C: -0.20 0.05 -2.19
C: -0.36 0.09 -0.66
C: -0.29 -1.26 -0.01
C: 0.94 -1.93 -0.01
C: 1.12 -3.02 0.84
C: 0.09 -3.36 1.69
C: 0.37 -4.45 2.68
F: 0.01 -4.15 3.96
F: -0.31 -5.58 2.33
F: 1.69 -4.80 2.75
C: -1.20 -2.84 1.58
C: -1.37 -1.75 0.74
N: 0.45 1.35 0.03
C: 1.59 1.98 -0.55
C: 1.79 3.27 0.28
N: 0.96 2.97 1.43
C: 0.19 1.89 1.24
C: -0.61 1.57 2.47
C: -1.37 2.57 3.16
C: -2.25 2.19 4.18
C: -2.33 0.83 4.56
C: -1.39 -0.10 4.08
C: -0.50 0.31 3.08
C: 0.38 -1.05 -2.91
C: 0.69 -0.91 -4.26
H: -0.49 2.22 -4.82
H: -0.99 2.08 -2.40
H: -1.30 0.61 -0.43
H: 1.75 -1.65 -0.67
H: 2.06 -3.56 0.88
H: -2.02 -3.26 2.16
H: -2.36 -1.29 0.65
H: 2.47 1.34 -0.33
H: 1.58 2.16 -1.63
H: 2.84 3.40 0.59
H: 1.42 4.18 -0.22
H: 0.68 3.66 2.13
H: -1.39 3.61 2.84
H: -2.93 2.92 4.61
H: -3.11 0.52 5.27
H: -1.39 -1.14 4.39
H: 0.23 -0.39 2.65
H: 0.65 -2.01 -2.44
H: 1.17 -1.72 -4.81

These are the Mulliken partial charges, in e, on atoms 1 to 2: -0.248, 0.811

No. 5
The following is a DFT calculation (ωB97M-V/def2-TZVPD) of a structure of composition C28H26BrF6NaO3SbSi at a distorted geometry.

Its expectation value of S² is 0.75. Its gap between HOMO and LUMO (alpha / beta) is 5.307 / 8.011 eV. The total charge is -2. The value obtained for the HOMO energy (alpha / beta) is -1.526 / -4.230 eV. As for the spin multiplicity: 2.

Atoms and positions in Å:
Na: 0.50 1.50 -2.42
C: -5.13 0.72 3.33
C: -5.13 -0.31 2.40
C: -3.97 -0.62 1.71
C: -2.77 0.08 1.92
C: -2.80 1.11 2.86
C: -3.96 1.43 3.56
Si: -1.21 -0.36 0.95
C: -0.72 -2.10 1.49
C: -1.33 -2.74 2.57
C: -0.92 -4.00 2.99
C: 0.11 -4.65 2.33
C: 0.73 -4.03 1.25
C: 0.32 -2.77 0.83
C: 0.15 0.81 1.42
C: 1.26 0.40 2.15
C: 2.23 1.31 2.54
C: 2.10 2.65 2.20
C: 1.01 3.08 1.47
C: 0.04 2.16 1.08
H: -6.03 0.97 3.87
H: -6.04 -0.88 2.21
H: -3.99 -1.44 0.99
H: -1.90 1.68 3.05
H: -3.95 2.24 4.28
H: -2.14 -2.24 3.10
H: -1.41 -4.47 3.84
H: 0.43 -5.63 2.66
H: 1.54 -4.53 0.73
H: 0.81 -2.30 -0.01
H: 1.38 -0.65 2.41
H: 3.10 0.97 3.11
H: 2.87 3.36 2.49
H: 0.90 4.11 1.17
H: -0.81 2.52 0.50
Br: 8.04 0.18 -2.60
C: 6.14 -0.05 -2.50
C: 5.57 -0.43 -1.30
C: 4.20 -0.62 -1.24
C: 3.41 -0.42 -2.36
C: 4.00 -0.01 -3.55
C: 5.37 0.17 -3.63
C: 1.90 -0.66 -2.29
O: 1.23 -0.29 -3.28
O: 1.48 -1.21 -1.25
H: 6.20 -0.58 -0.42
H: 3.71 -0.92 -0.32
H: 3.36 0.17 -4.40
H: 5.84 0.48 -4.55
F: 1.76 2.83 -1.65
Sb: 0.03 4.37 -2.11
F: 0.56 3.79 -3.92
F: 0.98 6.07 -2.44
F: -1.52 5.14 -2.96
F: -0.78 5.09 -0.39
F: -1.15 2.64 -2.18
C: -2.39 -2.35 -1.42
C: -2.47 -0.83 -1.50
C: -2.22 -0.34 -2.92
O: -1.51 -0.21 -0.65
H: -3.05 -2.79 -2.17
H: -2.67 -2.74 -0.44
H: -1.36 -2.67 -1.63
H: -3.46 -0.49 -1.18
H: -1.19 -0.54 -3.20
H: -2.40 0.73 -2.99
H: -2.89 -0.87 -3.60

These are the Mulliken partial charges, in e, on atoms 1 to 2: 1.043, -0.465

No. 6
The following is a DFT calculation (ωB97M-V/def2-TZVPD) of a structure of composition C4H3CoO2 at a distorted geometry.

Its expectation value of S² is 6.01. Its gap between HOMO and LUMO (alpha / beta) is 7.908 / 6.207 eV. The total charge is +2. The value obtained for the HOMO energy (alpha / beta) is -19.219 / -18.984 eV. As for the spin multiplicity: 5.

Atoms and positions in Å:
O: 1.70 -1.37 -0.47
C: 0.55 -1.40 -0.13
C: -0.68 -1.17 0.22
C: -1.18 0.17 -0.19
C: -0.58 1.35 0.10
H: -1.27 -1.90 0.78
H: 0.49 2.34 -0.24
H: -2.20 0.20 -0.59
Co: 2.34 0.39 0.17
O: 0.81 1.38 0.34

These are the Mulliken partial charges, in e, on atoms 1 to 2: -0.535, 0.797

No. 7
The following is a DFT calculation (ωB97M-V/def2-TZVPD) of the molecule C5H7NO.

Its gap between HOMO and LUMO is 9.805 eV. The total charge is 0. The value obtained for the HOMO energy is -8.801 eV. As for the structure (SMILES): C[C@H]1C=CNC1=O.

Atoms and positions in Å:
C: 0.05 1.54 -1.14
C: -0.38 0.38 -0.27
C: -0.03 -1.04 -0.66
C: -0.03 -1.78 0.45
N: -0.23 -0.97 1.60
C: 0.16 0.32 1.16
O: 0.88 1.08 1.75
H: -0.40 1.43 -2.14
H: 1.14 1.58 -1.26
H: -0.29 2.49 -0.73
H: -1.48 0.43 -0.15
H: 0.28 -1.34 -1.65
H: 0.14 -2.84 0.56
H: 0.19 -1.28 2.47

These are the Mulliken partial charges, in e, on atoms 1 to 2: -1.443, 0.875

No. 8
The following is a DFT calculation (ωB97M-V/def2-TZVPD) of a structure of composition C31H49N2O2P2Pd at a distorted geometry.

Its expectation value of S² is 2.02. Its gap between HOMO and LUMO (alpha / beta) is 6.880 / 6.908 eV. The total charge is +1. The value obtained for the HOMO energy (alpha / beta) is -9.273 / -11.153 eV. As for the spin multiplicity: 3.

Atoms and positions in Å:
C: -1.85 -1.85 -1.66
C: 0.26 -1.54 -2.61
C: -2.13 -2.91 -2.52
C: 0.03 -2.57 -3.53
C: -1.17 -3.28 -3.46
H: -3.11 -3.38 -2.45
H: 0.81 -2.81 -4.26
H: -1.36 -4.10 -4.15
N: -0.67 -1.25 -1.68
P: -2.44 0.39 -0.05
P: 2.15 -0.51 -0.81
C: -2.88 -1.31 -0.67
H: -3.88 -1.31 -1.14
H: -2.95 -1.99 0.19
C: 0.61 0.63 1.47
O: 1.15 0.75 2.48
C: 1.48 -0.67 -2.57
H: 2.24 -0.99 -3.29
C: 3.66 0.66 -1.04
C: 2.73 -2.26 -0.38
C: -3.31 1.53 -1.28
C: -3.23 0.43 1.65
C: 3.23 2.07 -0.58
H: 2.95 2.07 0.49
H: 4.08 2.75 -0.71
H: 2.38 2.45 -1.16
C: 4.84 0.22 -0.17
H: 4.57 0.17 0.90
H: 5.26 -0.74 -0.49
H: 5.64 0.97 -0.26
C: 4.14 0.73 -2.49
H: 5.01 1.40 -2.52
H: 4.48 -0.25 -2.87
H: 3.39 1.14 -3.17
C: 3.39 -2.28 1.01
H: 2.81 -1.69 1.73
H: 3.42 -3.32 1.36
H: 4.42 -1.91 1.00
C: 1.51 -3.18 -0.26
H: 0.82 -2.83 0.52
H: 0.98 -3.30 -1.21
H: 1.86 -4.19 0.04
C: 3.67 -2.80 -1.47
H: 3.76 -2.16 -2.36
H: 4.68 -2.98 -1.08
H: 3.29 -3.77 -1.84
C: -3.18 1.86 2.20
H: -3.50 1.83 3.25
H: -2.16 2.27 2.17
H: -3.86 2.54 1.67
C: -2.39 -0.50 2.55
H: -2.55 -1.55 2.31
H: -1.32 -0.28 2.49
H: -2.71 -0.35 3.60
C: -4.67 -0.11 1.69
H: -4.97 -0.14 2.74
H: -5.38 0.53 1.17
H: -4.74 -1.13 1.29
C: -2.96 1.10 -2.72
H: -3.48 1.77 -3.42
H: -1.88 1.20 -2.89
H: -3.28 0.07 -2.93
C: -2.76 2.96 -1.10
H: -1.68 2.98 -1.32
H: -3.27 3.62 -1.82
H: -2.92 3.36 -0.09
C: -4.84 1.52 -1.11
H: -5.26 0.51 -1.12
H: -5.16 2.05 -0.20
H: -5.28 2.07 -1.96
Pd: -0.10 0.60 -0.28
N: 0.31 1.54 -2.04
C: 0.93 0.87 -2.92
C: 1.07 1.37 -4.33
C: 0.76 2.72 -4.53
C: 1.42 0.56 -5.42
C: 0.84 3.28 -5.80
H: 0.44 3.31 -3.66
C: 1.50 1.12 -6.70
H: 1.61 -0.50 -5.27
C: 1.20 2.48 -6.90
H: 0.61 4.34 -5.94
H: 1.77 0.49 -7.55
H: 1.25 2.90 -7.90
O: 0.19 -2.17 2.49
H: 0.78 -2.02 3.24
H: -0.32 -2.97 2.72

These are the Mulliken partial charges, in e, on atoms 1 to 2: 0.016, -0.314

No. 9
The following is a DFT calculation (ωB97M-V/def2-TZVPD) of a structure of composition C18H51N4O10V at a distorted geometry.

Its gap between HOMO and LUMO is 7.287 eV. The total charge is 0. The value obtained for the HOMO energy is -7.848 eV.

Atoms and positions in Å:
O: 10.40 0.18 -14.82
V: 11.44 0.75 -13.71
O: 11.19 -0.21 -12.38
C: 8.91 1.75 -11.15
C: 9.02 2.70 -12.35
C: 8.50 4.10 -11.90
O: 10.26 2.65 -13.03
H: 8.91 0.72 -11.50
H: 8.01 1.93 -10.56
H: 9.70 2.03 -10.45
H: 8.27 2.36 -13.06
H: 7.42 4.15 -11.75
H: 8.75 4.81 -12.69
H: 9.05 4.40 -11.00
C: 14.72 1.48 -12.95
O: 13.55 1.10 -12.79
N: 15.61 1.05 -13.73
N: 15.21 2.51 -12.28
H: 16.42 1.64 -13.86
H: 15.37 0.25 -14.31
H: 16.04 3.01 -12.56
H: 14.65 2.86 -11.52
C: 12.84 2.00 -16.79
O: 12.49 1.67 -15.66
N: 13.83 1.45 -17.36
N: 12.45 3.04 -17.44
H: 14.22 1.73 -18.25
H: 14.33 0.69 -16.93
H: 12.82 3.24 -18.36
H: 11.60 3.39 -17.02
C: 11.59 -2.91 -13.92
C: 12.74 -2.40 -14.69
O: 12.93 -0.99 -14.54
H: 10.78 -2.58 -14.57
H: 11.43 -2.59 -12.90
H: 11.58 -3.99 -14.06
H: 12.72 -2.67 -15.75
H: 13.58 -2.85 -14.17
H: 13.55 -0.74 -15.23
C: 8.20 -2.57 -11.88
C: 8.35 -4.15 -12.04
O: 7.21 -4.73 -11.50
H: 9.11 -2.07 -12.22
H: 8.26 -2.26 -10.83
H: 7.25 -2.22 -12.28
H: 9.19 -4.44 -11.40
H: 8.60 -4.48 -13.04
H: 6.47 -4.45 -12.04
C: 7.58 4.36 -15.70
C: 8.15 2.99 -15.94
C: 7.99 2.55 -17.39
O: 9.49 3.20 -15.80
H: 7.52 4.63 -14.65
H: 6.58 4.39 -16.14
H: 8.14 5.15 -16.19
H: 7.68 2.30 -15.24
H: 6.92 2.56 -17.60
H: 8.37 1.53 -17.45
H: 8.48 3.24 -18.08
H: 9.67 3.02 -14.87
C: 4.91 -1.63 -15.91
C: 6.44 -1.88 -15.93
C: 7.25 -0.89 -15.01
O: 6.70 -3.16 -15.49
H: 4.42 -2.35 -16.57
H: 4.58 -0.68 -16.31
H: 4.40 -1.77 -14.96
H: 6.72 -1.89 -16.98
H: 7.22 0.11 -15.45
H: 8.30 -1.18 -14.96
H: 6.85 -0.77 -14.01
H: 7.58 -3.47 -15.69
C: 12.37 -1.79 -9.54
C: 11.09 -2.56 -9.15
C: 11.14 -4.13 -9.35
O: 10.96 -2.30 -7.74
H: 12.40 -1.86 -10.63
H: 13.30 -2.22 -9.18
H: 12.26 -0.74 -9.25
H: 10.20 -2.12 -9.61
H: 11.40 -4.23 -10.40
H: 10.19 -4.62 -9.11
H: 11.98 -4.57 -8.82
H: 11.83 -2.48 -7.38

These are the Mulliken partial charges, in e, on atoms 1 to 2: -0.347, 1.319

No. 10
The following is a DFT calculation (ωB97M-V/def2-TZVPD) of a structure of composition C10H6F5PtS3 at a distorted geometry.

Its gap between HOMO and LUMO (alpha / beta) is 6.122 / 6.122 eV. The total charge is -1. The value obtained for the HOMO energy (alpha / beta) is -3.634 / -3.633 eV.

Atoms and positions in Å:
Pt: 0.08 -0.81 -0.53
C: -2.53 -4.58 -0.18
C: -1.48 -3.53 0.09
S: -1.93 -1.85 -0.24
C: -0.27 -3.77 0.57
C: 0.28 -5.12 0.92
S: 0.81 -2.39 0.88
H: -3.39 -4.14 -0.67
H: -2.87 -5.06 0.74
H: -2.14 -5.36 -0.84
H: -0.46 -5.91 0.81
H: 0.64 -5.14 1.95
H: 1.14 -5.36 0.28
F: 5.91 3.75 -0.87
C: 4.88 2.94 -1.15
C: 3.81 2.83 -0.28
F: 3.81 3.55 0.85
C: 2.75 2.00 -0.58
F: 1.75 1.99 0.31
C: 2.69 1.23 -1.74
S: 1.36 0.16 -2.24
C: 3.79 1.37 -2.58
F: 3.85 0.67 -3.72
C: 4.87 2.19 -2.31
F: 5.90 2.28 -3.16

These are the Mulliken partial charges, in e, on atoms 1 to 2: 0.487, -1.419

No. 11
The following is a DFT calculation (ωB97M-V/def2-TZVPD) of a cluster of 3 separate species, C6H15NO3 in total at a distorted geometry.

Its gap between HOMO and LUMO is 7.296 eV. The total charge is 0. The value obtained for the HOMO energy is -6.514 eV.

Atoms and positions in Å:
C: -0.13 -0.44 0.07
C: 2.43 0.19 -0.20
C: 0.41 0.59 -0.74
C: -1.88 0.39 -0.92
C: -0.04 -1.87 -0.36
C: -2.82 0.78 0.18
N: -0.17 -0.22 1.42
O: 2.59 0.87 1.05
O: 2.89 -1.14 -0.12
O: 0.35 1.88 -0.29
H: 3.80 -1.15 0.22
H: 2.01 0.40 1.68
H: 1.21 2.08 0.14
H: 3.04 0.77 -0.91
H: 0.52 0.40 -1.80
H: -0.37 0.73 1.70
H: -0.64 -0.91 1.98
H: -1.77 1.18 -1.66
H: -2.16 -0.52 -1.46
H: 0.87 -2.32 0.07
H: 0.02 -1.95 -1.44
H: -0.90 -2.43 0.00
H: -2.45 1.66 0.71
H: -3.81 1.06 -0.21
H: -2.97 -0.03 0.90

These are the Mulliken partial charges, in e, on atoms 1 to 2: 1.075, -0.233